# 1
87
Properties=species:S:1:pos:R:3:forces:R:3:mulliken_spin:R:1 method="wB97M-V/def2-TZVPD" e_homo_ev="-3.88 / -5.24" charge=-1 multiplicity=5 lumo_energy_ha="0.069 / 0.069"
Co -10.699035 -17.016196 9.989055 -0.68 -0.48 -0.25 2.93
Cl -10.210704 -18.409301 3.337435 -0.24 -0.43 0.22 0.00
Cl -18.355150 -18.090467 7.927659 -0.97 -0.25 0.73 0.00
Cl -16.652061 -15.462489 3.604014 -0.07 -0.35 0.08 0.00
S -9.849214 -16.204954 1.406961 0.79 -1.74 1.27 0.00
O -9.682995 -22.386800 8.471573 0.11 0.36 -1.89 0.00
O -14.267353 -17.422455 2.714323 -0.15 -0.10 0.02 0.00
O -12.680677 -16.463307 10.836253 -0.69 -0.81 -0.81 0.01
O -13.753244 -22.255158 8.283095 0.33 -0.54 -0.37 0.00
O -9.666991 -22.083987 6.234510 0.15 1.15 2.05 0.00
O -10.488243 -18.888913 10.870018 0.30 -0.33 0.31 0.03
O -11.870622 -17.853592 8.346963 -1.11 -0.42 1.17 0.09
O -9.759121 -21.005321 10.706944 0.01 -0.91 0.09 0.00
N -12.064310 -15.394437 4.434527 1.10 1.08 -1.61 0.00
N -10.167523 -15.254996 5.549542 1.10 -0.01 0.29 -0.01
N -9.273303 -18.164559 8.770346 0.18 -0.29 -1.91 -0.06
N -9.169030 -17.991944 7.431396 0.06 2.12 0.21 0.01
C -15.103375 -17.251790 4.999907 0.58 0.45 -1.54 0.00
C -13.940154 -17.022618 4.042482 0.06 0.15 0.96 0.00
C -14.673829 -20.708008 9.592013 -0.78 3.19 2.41 0.01
C -15.019674 -16.397792 10.618445 -0.82 -0.16 0.52 0.00
C -12.709521 -18.715453 8.863879 0.05 -0.76 0.26 -0.03
C -11.277594 -15.927178 5.407642 -0.44 0.28 0.19 0.01
C -12.732550 -20.064671 8.320158 0.55 1.80 -0.59 0.00
C -17.142836 -17.808733 6.782438 1.53 -0.50 0.14 0.00
C -9.402234 -19.459480 8.894680 -0.59 -0.79 1.74 0.02
C -13.702038 -17.098939 10.493222 0.71 0.68 0.58 -0.01
C -9.183493 -14.844064 12.408366 1.96 -1.72 1.93 -0.01
C -16.368659 -16.681312 4.816838 0.37 -0.96 0.65 0.00
C -14.821091 -18.008320 6.107235 -2.44 -0.12 1.15 0.00
C -9.367733 -20.136227 7.655848 -0.13 -1.38 0.50 0.00
C -12.242753 -16.358398 0.564874 0.38 -1.16 1.41 0.00
C -9.239081 -19.126839 6.751863 -0.21 0.03 -0.67 0.01
C -17.388761 -17.049168 5.687752 -0.58 2.43 -1.54 0.00
C -7.730202 -13.824927 10.629833 1.78 -0.01 0.21 0.04
C -8.585618 -15.064002 11.016197 0.67 0.84 -0.95 0.00
C -11.050353 -15.740769 0.391608 -1.83 0.09 -0.65 0.00
C -10.167128 -14.233289 4.609029 -0.05 -0.83 -0.41 0.00
C -13.673129 -18.451261 9.980832 1.23 -0.23 -2.95 0.01
C -7.703382 -16.319824 10.904346 0.88 0.36 1.10 0.03
C -11.295314 -14.356268 3.863203 -0.61 0.20 0.75 0.00
C -13.481788 -15.558531 4.146068 -0.01 -0.09 1.31 0.00
C -9.906580 -19.864920 10.291099 -0.07 1.64 -0.55 0.01
C -13.669788 -20.981451 8.705564 -0.04 -1.09 -0.36 0.00
C -13.316849 -18.253281 2.052883 0.98 0.10 0.70 0.00
C -9.697959 -15.292802 10.016068 -0.03 -0.25 0.30 0.97
C -12.145044 -17.410090 1.545425 0.20 -0.38 1.35 0.00
C -12.742048 -22.774475 7.450457 -0.19 1.16 -1.54 0.00
C -14.665966 -19.412231 10.171774 -0.21 -1.18 1.03 0.00
C -15.862917 -18.274697 7.023913 0.69 -0.48 -0.01 0.00
C -9.582687 -21.594673 7.367656 0.13 -0.89 -0.37 0.00
C -10.896400 -17.445521 2.123239 0.34 1.42 -1.36 0.00
H -9.971478 -14.409921 9.464988 -0.21 0.52 -0.26 -0.06
H -7.367725 -16.451590 9.865168 -0.27 -0.06 0.36 -0.02
H -9.878404 -14.059538 12.576514 -0.85 0.78 -0.66 0.01
H -11.574278 -13.711709 3.040014 -0.53 -0.40 0.09 0.00
H -13.104887 -17.600313 4.449595 -0.08 -0.38 -0.36 0.00
H -13.670932 -15.187681 3.171378 -0.18 1.03 -0.72 0.00
H -14.016241 -14.989641 4.965610 0.18 -0.65 -1.19 0.00
H -12.654071 -22.195015 6.494968 0.08 -0.06 0.77 0.00
H -8.356777 -14.594496 13.169232 -0.79 -0.54 -0.94 0.01
H -7.380983 -13.827602 9.571735 -0.16 -0.41 0.64 -0.01
H -9.305661 -17.029325 7.090045 0.41 -0.59 -0.04 -0.02
H -8.306926 -17.156643 11.236650 0.08 -0.48 -0.18 0.00
H -11.772293 -22.834276 7.915199 0.14 -0.13 0.29 0.00
H -13.181236 -16.030738 0.189599 -0.46 0.00 -0.74 0.00
H -9.289389 -19.177026 5.685181 0.22 0.11 -0.23 0.00
H -12.032595 -20.247843 7.489893 -0.35 -0.04 0.61 0.00
H -15.720629 -18.876176 7.920067 0.33 0.13 -0.20 0.00
H -14.932475 -15.663281 11.376821 0.32 0.79 0.97 0.00
H -18.310444 -16.484934 5.565228 -0.17 -0.50 0.10 0.00
H -13.015851 -19.109220 2.718185 0.13 0.93 -0.42 0.00
H -15.339409 -15.799484 9.759577 0.21 -0.65 -0.38 0.00
H -13.116992 -23.708478 7.114733 -0.07 -1.15 0.06 0.00
H -10.929153 -15.046995 -0.369576 0.55 1.49 -0.96 0.00
H -8.313184 -12.946826 10.703924 -0.98 1.08 0.11 0.00
H -15.364959 -19.227003 11.007939 0.14 -0.11 -0.65 0.00
H -11.558803 -16.815365 5.984081 0.03 0.50 -0.01 0.00
H -6.785173 -16.294235 11.555386 -0.73 0.15 -0.40 0.01
H -15.339753 -21.432849 10.036739 0.04 -0.23 -0.49 0.00
H -13.773025 -18.729308 1.205825 -0.73 0.04 -0.39 0.00
H -9.675598 -21.876764 9.315620 0.13 0.32 0.66 0.00
H -9.652365 -15.799603 12.765933 0.27 0.78 -0.26 0.00
H -13.837949 -18.351084 6.290719 0.81 -0.47 0.22 0.00
H -6.803000 -13.568259 11.288188 -1.40 -0.95 -0.85 0.00
H -15.825252 -17.063278 10.958824 0.15 0.03 -0.55 0.00
H -9.343956 -13.529857 4.376206 -0.55 -0.76 0.67 0.00

# 2
79
Properties=species:S:1:pos:R:3:forces:R:3:lowdin_charge:R:1 method="wB97M-V/def2-TZVPD" e_homo_ev="-7.53 / -7.53" multiplicity=1 lumo_energy_ha="0.006 / 0.006"
Ge 0.707366 -0.285848 -0.914351 -0.17 0.04 0.22 1.04
Co -1.150647 -0.819108 0.441264 -0.35 0.21 -0.70 0.40
O -2.712943 -1.790867 1.824687 0.10 -0.06 0.17 -0.22
O 1.884353 -3.079560 2.723202 0.01 -0.01 0.02 0.06
O 0.098029 -1.531917 1.690343 -0.17 0.11 0.03 -0.14
O -1.653394 -2.561218 -0.445844 0.49 -0.14 0.03 -0.28
O -2.404967 -0.092369 -0.760078 0.10 -0.24 0.36 -0.11
N -1.122502 0.639690 1.545607 0.16 0.03 0.18 -0.10
N -0.384143 0.467464 2.711289 0.07 -0.14 0.04 0.10
C 3.285796 0.808391 -2.493949 0.04 -0.02 -0.07 -0.04
C 0.211331 -0.694075 2.690129 -0.02 0.16 -0.05 -0.38
C 4.350718 1.117690 -3.292716 -0.04 -0.03 0.00 -0.07
C -0.860777 0.649376 -5.317589 0.00 0.00 0.00 -0.09
C 1.717015 2.007951 0.668287 -0.05 -0.04 0.02 -0.09
C 0.258715 -0.829590 -3.789926 0.02 -0.02 -0.03 -0.14
C 2.582002 3.078443 0.989530 0.04 0.03 0.01 -0.07
C 2.999696 1.541042 -1.314204 0.01 0.04 0.02 -0.16
C -0.587924 1.266394 -3.009920 0.04 0.02 0.00 -0.10
C -3.742660 -1.128142 2.536287 -0.05 0.00 -0.04 -0.05
C 1.888999 1.239008 -0.452171 0.04 -0.09 -0.10 -0.20
C -1.050331 1.557641 -4.284473 -0.01 0.00 -0.01 -0.08
C 2.657957 -1.787079 6.007201 0.00 0.00 0.00 -0.08
C -0.200910 -0.545783 -5.069715 0.00 0.01 0.00 -0.09
C 1.885417 -0.628911 6.061519 -0.01 0.01 0.00 -0.09
C 5.206162 2.186404 -2.962517 0.02 0.03 0.04 -0.09
C -3.071833 -3.068776 1.347703 -0.04 -0.08 -0.11 -0.17
C -4.159954 3.650791 -0.687747 0.00 0.00 -0.01 -0.10
C 1.846982 -2.251155 3.789194 -0.01 0.03 -0.01 -0.26
C -1.789514 1.733349 1.425969 0.06 -0.05 0.03 -0.05
C -2.931246 1.092350 -0.695568 0.01 0.15 -0.11 -0.34
C 0.069597 0.067739 -2.741152 0.02 -0.03 0.04 -0.31
C 4.965145 2.915760 -1.834734 0.01 -0.01 -0.04 -0.04
C -3.290561 3.296478 0.310708 0.04 -0.02 0.00 -0.05
C -3.836200 1.484544 -1.713543 0.04 -0.04 0.04 -0.02
C 1.794937 -1.932598 -0.861063 0.06 0.09 -0.11 -0.20
C -2.659658 2.036805 0.329910 -0.03 -0.05 -0.06 -0.14
C -4.426140 2.722182 -1.706567 -0.01 0.01 0.00 -0.08
C 1.065056 -1.085646 3.829389 0.01 -0.04 0.02 -0.07
C -1.911076 -3.580127 0.523620 -0.21 0.05 -0.09 -0.14
C 3.632330 3.378200 0.179621 -0.02 -0.01 0.01 -0.04
C 2.640442 -2.588698 4.885216 0.01 -0.01 0.01 -0.02
C 3.868688 2.616212 -0.990900 -0.03 -0.02 0.01 -0.17
C -1.449532 -2.987338 -1.791014 -0.18 0.03 0.06 -0.04
C 1.101849 -0.290172 4.978458 0.01 0.00 0.00 -0.03
H -5.110127 2.985921 -2.504476 0.00 0.00 0.00 0.10
H 1.265645 -2.710316 2.059919 -0.01 0.00 -0.01 0.06
H -1.688395 2.452017 2.236333 -0.01 0.00 0.01 0.14
H 2.642308 -0.007186 -2.788413 -0.01 0.00 0.01 0.07
H -4.072410 -1.737114 3.382472 0.01 0.00 0.00 0.10
H -2.201448 -4.503136 0.018163 0.05 -0.01 0.00 0.14
H -3.297682 -3.752991 2.173625 0.04 0.04 0.03 0.14
H 4.534189 0.539292 -4.189339 0.00 0.00 0.00 0.10
H 3.236084 -3.489743 4.823771 0.00 0.00 0.00 0.12
H 2.401373 3.649557 1.891608 0.00 0.00 0.00 0.10
H -3.321694 -0.196519 2.905530 -0.03 0.00 0.00 0.09
H -0.493635 -3.502164 -1.901151 0.00 0.00 -0.01 0.09
H -1.015176 -3.751658 1.120827 -0.02 0.02 0.05 0.13
H 3.279097 -2.063901 6.849707 0.00 0.00 0.00 0.10
H 4.306004 4.193372 0.416648 0.00 0.00 0.00 0.11
H 2.456488 -1.877165 0.003137 0.00 0.01 0.01 0.03
H -4.033393 0.769515 -2.501940 0.00 0.00 0.00 0.12
H -1.560911 2.494426 -4.470285 0.00 0.00 0.00 0.10
H -1.477322 -2.090819 -2.403514 0.01 -0.04 0.01 0.08
H -1.220904 0.875135 -6.313342 0.00 0.00 0.00 0.10
H 5.613062 3.740962 -1.562954 0.00 0.00 0.00 0.11
H 6.047234 2.424343 -3.600755 0.00 0.00 0.00 0.10
H 0.915004 1.800479 1.356682 -0.03 -0.02 0.02 0.06
H -0.040189 -1.254992 -5.872444 0.00 0.00 0.00 0.10
H 1.186004 -2.830302 -0.764301 -0.02 0.03 0.04 0.00
H -0.741488 1.989101 -2.215293 0.00 0.00 0.00 0.11
H 2.414421 -2.028088 -1.754433 0.00 -0.02 0.01 0.02
H -3.955502 -2.991663 0.701146 -0.01 0.02 0.05 0.14
H 0.494566 0.604182 4.993482 0.00 0.00 0.00 0.11
H -2.264753 -3.653623 -2.079230 0.00 0.00 -0.02 0.10
H -3.066807 3.991314 1.112739 -0.01 0.01 0.00 0.11
H 1.897908 -0.001277 6.942060 0.00 0.00 0.00 0.10
H -4.632454 4.622990 -0.692739 0.00 0.00 0.01 0.10
H 0.778487 -1.767470 -3.616092 0.00 0.01 0.01 0.10
H -4.595270 -0.917410 1.883436 0.01 0.01 -0.01 0.10

Sequential E_tot output: -5337.196901; -5300.130384 Eh
Sequential energy relative to the best compared isomer or geometry (same formula, charge and spin) output: 104.6; 4.0 kJ/mol